Computed, not measured: one molecule with the formula C13H17N in a non-equilibrium geometry, with ωB97M-V with the def2-TZVPD basis set.

Values from the calculation:
* orbital gap: 9.1 eV
* structure (SMILES): C=CC(=C)C[C@H](NC)c1ccccc1
* spin multiplicity: 1
* HOMO: -8.3474 eV

CARTESIAN COORDINATES (ANGSTROEM)
C1 2.06 0.17 2.17
C2 1.30 -0.92 2.12
C3 1.01 -1.85 1.08
C4 0.50 -3.09 1.38
C5 1.16 -1.41 -0.34
C6 -0.18 -0.85 -0.77
N1 -0.38 -0.98 -2.24
C7 -1.56 -0.37 -2.95
C8 -0.33 0.55 -0.27
C9 -1.01 0.72 0.97
C10 -1.27 1.99 1.50
C11 -1.01 3.09 0.70
C12 -0.34 2.96 -0.54
C13 0.04 1.68 -0.98
H1 2.79 0.20 1.41
H2 2.17 0.92 2.91
H3 0.69 -1.03 3.02
H4 0.43 -3.78 0.49
H5 0.33 -3.48 2.38
H6 1.31 -2.34 -0.89
H7 1.95 -0.64 -0.49
H8 -0.98 -1.38 -0.33
H9 0.48 -0.73 -2.75
H10 -2.46 -0.16 -2.31
H11 -1.23 0.57 -3.42
H12 -1.72 -1.15 -3.68
H13 -1.24 -0.19 1.60
H14 -1.70 2.05 2.48
H15 -1.22 4.05 0.83
H16 -0.15 3.83 -1.14
H17 0.58 1.56 -1.95

Results of the Mulliken charge analysis, in e, for atoms 1 through 4:
1. C -0.8636
2. C -0.3408
3. C 0.8734
4. C -1.1299

Computed, not measured: one molecule with the formula C13H17N3O3, with ωB97M-V with the def2-TZVPD basis set.

Values from the calculation:
* orbital gap: 8.7 eV
* structure (SMILES): CCNCc1nc2cc(OC)c(OC)cc2c(=O)[nH]1
* spin multiplicity: 1
* HOMO: -7.9537 eV

CARTESIAN COORDINATES (ANGSTROEM)
C1 1.20 -2.88 -4.58
C2 -0.23 -2.56 -4.14
N1 -0.27 -2.30 -2.72
C3 -1.58 -1.93 -2.23
C4 -1.49 -1.19 -0.93
N2 -0.46 -0.47 -0.69
C5 -0.41 0.22 0.50
C6 0.71 1.00 0.78
C7 0.82 1.73 1.95
O1 1.91 2.50 2.24
C8 2.97 2.56 1.32
C9 -0.23 1.67 2.90
O2 -0.30 2.32 4.09
C10 0.78 3.07 4.60
C11 -1.35 0.90 2.62
C12 -1.46 0.17 1.43
C13 -2.63 -0.64 1.15
O3 -3.61 -0.78 1.85
N3 -2.54 -1.30 -0.08
H1 1.22 -3.15 -5.63
H2 1.84 -2.02 -4.42
H3 1.59 -3.71 -3.99
H4 -0.61 -1.72 -4.74
H5 -0.87 -3.43 -4.34
H6 0.38 -1.56 -2.47
H7 -2.12 -1.28 -2.95
H8 -2.18 -2.84 -2.11
H9 1.49 1.02 0.03
H10 2.64 2.98 0.36
H11 3.70 3.23 1.77
H12 3.41 1.58 1.16
H13 1.00 3.94 3.97
H14 1.69 2.47 4.71
H15 0.45 3.41 5.58
H16 -2.15 0.86 3.34
H17 -3.33 -1.89 -0.32

Results of the Mulliken charge analysis, in e, for atoms 1 through 4:
1. C -1.2460
2. C -0.3496
3. N -0.3471
4. C -0.6592

Computed, not measured: one molecule with the formula C13H17NO in a non-equilibrium geometry, with ωB97M-V with the def2-TZVPD basis set.

Values from the calculation:
* orbital gap: 9.3 eV
* structure (SMILES): C[C@@H]1CCC[C@@]2(C)c3ccccc3ON12
* spin multiplicity: 1
* HOMO: -8.3191 eV

CARTESIAN COORDINATES (ANGSTROEM)
C1 -2.89 -0.87 0.83
C2 -1.74 -0.22 0.11
C3 -1.66 -0.87 -1.24
C4 -0.33 -0.46 -1.96
C5 0.89 -0.98 -1.13
C6 0.82 -0.62 0.31
C7 1.68 -1.45 1.26
C8 1.20 0.82 0.51
C9 2.22 1.44 -0.09
C10 2.39 2.84 0.13
C11 1.49 3.42 1.07
C12 0.60 2.70 1.83
C13 0.35 1.40 1.47
O1 -0.56 0.45 1.92
N1 -0.57 -0.59 0.95
H1 -2.60 -1.86 0.84
H2 -3.77 -0.56 0.36
H3 -3.05 -0.35 1.79
H4 -1.74 0.83 0.06
H5 -2.53 -0.59 -1.88
H6 -1.70 -1.95 -1.11
H7 -0.20 -0.77 -2.92
H8 -0.27 0.66 -1.94
H9 0.90 -2.04 -1.37
H10 1.82 -0.52 -1.59
H11 1.41 -2.40 1.19
H12 1.32 -1.14 2.28
H13 2.67 -1.23 1.16
H14 2.88 0.75 -0.65
H15 2.93 3.62 -0.44
H16 1.65 4.39 1.47
H17 0.01 3.26 2.48

Results of the Mulliken charge analysis, in e, for atoms 1 through 4:
1. C -1.8090
2. C 0.4024
3. C -0.9463
4. C -0.9817

Which of these has the lowest HOMO?
C13H17N